# C38H33AsIN4OS2Sc

A structure of composition C38H33AsIN4OS2Sc (ωB97M-V/def2-TZVPD, the OMol25 dataset).

Geometry as XYZ:
```
81
Properties=species:S:1:pos:R:3:forces:R:3:mulliken_charge:R:1
Sc 0.535126 0.128045 0.470947 0.13 -0.23 -0.14 -0.589
I 0.483596 0.270688 3.462093 0.64 0.00 -0.08 0.156
C 2.645641 0.137210 3.405614 -0.54 0.08 0.13 0.411
C 3.243259 0.254245 4.624071 -0.16 0.01 0.01 -0.783
C 4.644704 0.164206 4.708609 0.09 -0.02 -0.07 -0.715
C 5.369963 -0.055831 3.574925 0.03 0.02 0.08 -0.916
C 4.740085 -0.200582 2.316594 -0.19 0.02 0.02 0.817
C 5.518655 -0.483669 1.169076 0.00 -0.01 -0.12 -0.850
C 4.924350 -0.685591 -0.039875 0.13 -0.01 0.01 -1.309
C 3.524275 -0.557011 -0.156646 -0.27 0.02 0.09 0.029
C 2.692633 -0.229656 0.899292 -0.07 0.05 0.26 -0.023
C 3.320427 -0.089290 2.182962 0.29 -0.04 -0.10 0.805
H 2.657571 0.407717 5.520025 0.02 0.02 0.00 0.443
H 5.122559 0.260368 5.673574 0.03 0.01 -0.02 0.418
H 6.449170 -0.135244 3.617992 -0.01 -0.01 0.03 0.414
H 6.593863 -0.553601 1.278004 0.00 -0.02 0.00 0.409
H 5.518635 -0.934776 -0.909667 0.00 0.00 0.01 0.448
H 3.102830 -0.731957 -1.144378 -0.01 0.01 -0.03 0.622
S 3.447419 0.266662 -4.638822 -0.25 0.03 -0.11 -0.060
C 3.961351 0.236661 -6.265693 0.02 -0.03 0.10 -0.396
C 2.911893 0.214254 -7.131687 0.10 0.01 -0.08 -0.626
C 1.664819 0.227782 -6.470178 -0.16 0.07 0.17 -0.517
C 1.773448 0.264643 -5.103469 0.47 -0.04 -0.17 0.342
C 0.707713 0.263432 -4.114754 -0.36 0.01 0.04 0.415
C 0.996744 0.394695 -2.743388 0.12 0.11 -0.01 -0.287
N 0.096777 0.336227 -1.777693 -0.03 -0.12 0.08 0.565
C -1.209998 0.195428 -2.117808 -0.07 0.01 -0.21 0.043
C -1.614369 0.110725 -3.460563 0.11 0.04 0.23 0.558
C -3.011430 0.003524 -3.769521 -0.14 -0.03 0.00 -1.173
C -3.941970 -0.034719 -2.793945 -0.01 0.00 -0.17 -1.194
C -3.562682 0.031136 -1.412915 0.26 -0.02 0.03 0.922
C -4.496095 -0.025806 -0.374638 0.06 0.02 0.32 -0.945
C -4.086231 0.039264 0.950519 0.11 -0.01 -0.31 0.987
C -2.701794 0.168927 1.169265 -0.06 0.02 -0.05 -0.985
N -1.795112 0.224767 0.210179 -0.29 0.13 0.08 1.302
C -2.200768 0.150873 -1.078029 -0.19 -0.01 0.04 -0.647
C -5.009491 -0.015007 2.073757 -0.46 -0.01 0.22 0.203
C -4.731573 0.009773 3.419694 0.11 0.00 -0.21 -0.289
C -5.886360 -0.052493 4.229061 -0.07 -0.04 0.11 -0.710
C -7.030444 -0.125396 3.494630 -0.06 0.03 -0.03 -0.334
S -6.723142 -0.109645 1.820759 0.31 -0.01 0.04 -0.181
C -0.629744 0.129442 -4.454493 0.26 0.04 0.11 -0.600
H 5.016324 0.234741 -6.489223 -0.02 0.00 -0.03 0.454
H 3.022786 0.193509 -8.205363 0.02 0.00 0.01 0.419
H 0.722139 0.228370 -6.998823 0.00 -0.01 0.00 0.372
H 2.019281 0.585156 -2.438297 0.01 -0.09 0.07 0.430
H -3.301112 -0.039441 -4.811675 -0.02 -0.02 0.01 0.486
H -4.994321 -0.110627 -3.036304 0.01 0.00 -0.01 0.490
H -5.549194 -0.120310 -0.610462 0.00 0.00 -0.07 0.501
H -2.329630 0.247345 2.183905 0.02 0.00 0.01 -0.162
H -3.735084 0.078380 3.834844 0.00 0.01 -0.01 0.522
H -5.868383 -0.045751 5.308624 -0.02 0.01 -0.01 0.408
H -8.048568 -0.179089 3.847031 0.03 0.00 0.02 0.458
H -0.923914 0.041093 -5.491986 -0.03 -0.02 0.00 0.434
N 2.839509 2.765698 -0.032292 -0.09 -0.01 -0.10 -0.172
C 1.645195 3.295029 0.320424 0.01 -0.13 -0.07 0.722
C 1.487329 4.695846 0.317174 -0.06 0.13 0.05 -0.949
C 0.270892 5.246341 0.610284 0.13 -0.14 -0.02 -0.378
C -0.790699 4.394831 0.939199 -0.10 -0.02 0.03 -1.182
C -0.559148 3.049636 0.947290 0.04 0.16 0.11 -0.398
N 0.624944 2.464392 0.627822 0.00 0.09 -0.13 0.708
H 3.626020 3.382187 -0.131140 0.03 0.00 -0.02 0.259
H 3.028522 1.787261 0.126149 0.07 -0.02 0.10 -0.066
H 2.340623 5.317922 0.083154 0.00 -0.02 -0.03 0.408
H 0.137301 6.319440 0.601996 0.01 0.01 0.00 0.444
H -1.766806 4.780729 1.193364 0.01 -0.02 0.03 0.492
H -1.350856 2.385514 1.253651 -0.05 -0.09 -0.05 0.551
C -2.263967 -3.383417 -0.260939 0.25 0.09 0.12 -0.931
As -0.833277 -3.190181 1.026490 -0.49 -0.83 0.12 0.371
C 0.360833 -4.697657 0.934481 -0.10 0.25 0.01 -1.097
C -1.652405 -3.152490 2.777789 0.20 0.01 -0.18 -0.790
O 0.051688 -1.817715 0.691798 0.22 0.50 -0.23 -0.092
H -2.678279 -4.388635 -0.198556 0.02 -0.01 0.05 0.492
H -1.869240 -3.214627 -1.261750 0.04 -0.01 0.02 0.323
H -3.044542 -2.653945 -0.045776 0.03 0.02 0.03 0.215
H -0.149323 -5.616044 1.218380 -0.07 0.03 0.00 0.434
H 1.185096 -4.505031 1.619485 -0.01 0.01 0.00 0.368
H 0.747544 -4.782397 -0.078936 -0.02 0.02 -0.02 0.362
H -2.395046 -3.949022 2.818556 0.00 -0.01 -0.03 0.440
H -2.139364 -2.195143 2.951495 -0.01 0.01 -0.08 0.083
H -0.899151 -3.322302 3.544617 0.04 0.03 -0.04 0.385
```
Forces are in eV/Å.

Net charge   +2
Energy above the lowest of the compared OMol25 structures with the same formula, charge and spin   188.97 kJ/mol
Total energy   -159251.8132 eV
HOMO level   -0.466 Ha
Kohn-Sham gap   6.9 eV